54
Properties=species:S:1:pos:R:3:forces:R:3 method="wB97M-V/def2-TZVPD" homo_energy_ev=-3.7 homo_lumo_gap_ev=6.3302 e_lumo_ev=2.6 e_above_lowest_kcal_mol=0.0 molar_mass_g_mol=539.61 charge=-1
Ca 2.1354 0.8121 -0.3195 -0.07 0.49 0.07
S 2.4710 -1.4313 0.9674 0.03 -0.11 0.11
S 4.1357 -0.0020 -1.7712 0.08 -0.12 -0.10
P -0.7498 -0.1547 -0.5788 -0.13 -0.10 0.00
F 0.0192 3.8014 -1.5922 -0.03 0.01 -0.03
F -0.0780 5.2185 0.0395 -0.01 0.02 0.00
F -0.9891 3.2728 0.2573 -0.03 -0.03 0.02
F 1.3271 3.5180 1.6541 -0.01 -0.02 0.00
F 2.3662 4.1804 -0.1892 0.00 -0.08 0.03
C -4.5501 1.4454 -0.7463 0.01 0.00 0.00
C -4.5071 2.1537 -1.9382 0.01 0.00 0.00
C 0.1478 -2.5701 -1.5980 -0.03 0.06 -0.02
C 1.3812 3.2814 0.2620 -0.04 -0.06 -0.02
C 0.0889 3.9110 -0.2467 0.13 -0.02 0.00
C 4.6636 -0.5041 2.3653 -0.06 -0.02 -0.02
C 4.0450 -0.6051 0.9821 0.10 0.08 -0.18
C 0.0339 -3.8018 -2.2266 0.02 -0.01 -0.01
C -2.2273 1.4688 -2.2562 0.01 -0.02 0.00
C -3.3426 2.1632 -2.6946 -0.03 0.02 0.00
C -0.9802 -1.7657 -1.4243 0.07 0.05 -0.01
C -1.6581 -2.0234 2.9806 -0.01 0.01 -0.01
C -1.3829 -1.0265 3.9040 -0.01 0.00 -0.02
C -2.3180 -3.4325 -2.5433 -0.02 0.00 0.01
C -1.1966 -4.2355 -2.6990 0.00 0.01 0.01
C -0.7882 0.4628 2.1142 0.00 0.02 -0.05
C -0.9510 0.2192 3.4673 -0.01 0.00 0.03
C -1.5046 -1.7786 1.6220 -0.01 0.00 0.04
C -1.0712 -0.5336 1.1799 0.05 -0.12 -0.03
C -2.2658 0.7443 -1.0670 0.06 0.03 -0.03
C 4.6907 -0.0430 -0.0835 -0.07 -0.10 0.21
C 6.0251 0.6479 0.1577 -0.06 0.03 -0.08
C -3.4343 0.7415 -0.3127 -0.02 0.01 0.00
C -2.2109 -2.2025 -1.9096 -0.02 -0.03 0.03
H -1.9838 -3.0007 3.3145 0.00 0.00 0.01
H -0.4303 1.4323 1.7832 0.00 -0.01 0.02
H 6.3835 1.0839 -0.7712 0.01 0.01 0.01
H 4.3988 0.4417 2.8502 0.00 0.00 0.01
H 0.9158 -4.4163 -2.3548 0.00 0.00 0.01
H -0.7196 0.9982 4.1824 0.00 0.00 -0.01
H -5.4530 1.4438 -0.1484 0.00 0.00 0.00
H -5.3751 2.7083 -2.2721 0.00 0.00 0.00
H -1.4921 -1.2224 4.9634 0.00 0.00 0.00
H 1.1140 -2.2326 -1.2340 0.01 -0.04 0.02
H 5.9435 1.4460 0.9014 0.01 -0.01 0.01
H -3.2983 2.7287 -3.6166 0.01 0.00 0.00
H -3.0901 -1.5811 -1.7934 0.00 0.00 -0.01
H 5.7519 -0.5675 2.3417 0.01 -0.01 0.00
H -3.4679 0.1940 0.6211 -0.02 0.01 0.00
H -1.7103 -2.5678 0.9101 0.02 0.00 -0.01
H 4.2800 -1.3070 2.9921 0.00 0.01 0.01
H -1.2813 -5.1945 -3.1954 0.00 0.00 0.00
H -3.2798 -3.7626 -2.9164 0.00 0.00 0.00
H -1.3095 1.5016 -2.8322 -0.01 0.01 -0.01
H 6.7785 -0.0582 0.5179 0.02 -0.01 -0.01